## a
Here is a structure of composition C10H7N3 from the Open Molecules 2025 dataset. Energies are from ωB97M-V with the def2-TZVPD basis set.

XYZ file:
```
20
Properties=species:S:1:pos:R:3:mulliken_charge:R:1
H 3.07585 2.29731 -0.25633 0.371
C -2.18679 -0.12040 1.19381 0.094
H 0.81610 3.58657 -0.79028 0.338
C -0.69587 -1.93193 -0.03328 -0.822
N -2.84845 -0.25797 -2.36301 -0.445
H 1.42489 -2.22909 0.69537 0.370
N -0.27606 1.86657 -0.44653 -0.543
C 0.90547 2.47828 -0.48738 -0.391
H 2.95287 -0.18514 0.03352 0.427
C -0.30161 0.61269 -0.20290 0.217
C 0.85206 -0.15085 0.19399 0.659
C -1.59215 -0.16197 -0.15398 0.813
H 0.10070 -1.43402 1.81458 0.251
C 2.11079 0.45182 0.05448 -0.688
H -1.42911 -2.72361 0.46611 0.311
C -2.37925 -0.17131 -1.34887 0.126
C 0.50919 -1.53545 0.74246 -0.569
H -0.37872 -2.16639 -1.04068 0.398
C 2.09401 1.82570 -0.26986 -0.418
N -2.75392 -0.05080 2.19877 -0.497
```

The calculation puts the HOMO energy at -9.91 eV. The molar mass is 169.19 g/mol. As for the LUMO energy: 0.3 eV.

## b
Here is an isolated molecule of C10H7N3 from the Open Molecules 2025 dataset. Energies are from ωB97M-V with the def2-TZVPD basis set.

XYZ file:
```
20
Properties=species:S:1:pos:R:3:mulliken_charge:R:1
H -0.54235 -2.30570 -1.04337 0.501
H 2.89846 0.83293 0.42943 0.372
C 1.08819 1.93120 0.70079 -0.215
C -2.87937 -0.16073 -0.13657 0.294
H -2.21784 -0.93002 -1.86818 0.314
C 1.19756 -0.40727 0.08048 -0.677
C -0.19171 -0.44554 0.03644 0.679
C -1.04518 -1.64977 -0.33198 -0.954
H 1.59266 2.85595 0.93924 0.391
N -3.90506 1.87413 -1.29247 -0.470
C -3.47959 0.94442 -0.76905 0.225
C -3.21498 -0.41382 1.21264 0.247
N -3.46581 -0.61110 2.31507 -0.470
H -1.26267 -2.21983 0.57855 0.249
C -0.30651 1.90679 0.68384 -1.079
H 1.78265 -1.28889 -0.14381 0.425
C 1.81883 0.78927 0.40795 -0.622
N -2.30314 -1.18718 -0.89004 -0.303
C -0.84735 0.70949 0.34862 0.633
H -0.89513 2.78122 0.91119 0.458
```

The calculation puts the HOMO energy at -9.06 eV. The molar mass is 169.19 g/mol. As for the LUMO energy: -0.6 eV.

Quick one: most stable of them? a

## a
Here is an isolated molecule of C4H8 from the Open Molecules 2025 dataset. Energies are from ωB97M-V with the def2-TZVPD basis set.

XYZ file:
```
12
Properties=species:S:1:pos:R:3:mulliken_charge:R:1
H -0.64992 -1.33231 -0.06461 0.338
H -2.21489 0.89049 -0.19826 0.272
H 1.35398 -1.49828 -1.59572 0.290
C -0.14755 0.64790 0.15350 -0.082
C -1.52075 1.01488 0.63459 -1.125
H 0.57253 1.45643 0.22399 0.292
H -1.66971 2.04188 0.97526 0.336
C 1.54039 -1.04768 -0.61910 -1.096
C 0.15125 -0.61029 -0.16776 -0.121
H 1.79833 -1.88893 0.03342 0.295
H 2.32881 -0.31234 -0.54619 0.306
H -1.88319 0.45627 1.50058 0.295
```

The calculation puts the HOMO energy at -9.06 eV. The molar mass is 56.11 g/mol. The SMILES is C/C=C/C. As for the LUMO energy: 1.3 eV.

## b
Here is a cluster of 2 separate species, C4H8 in total from the Open Molecules 2025 dataset. Energies are from ωB97M-V with the def2-TZVPD basis set.

XYZ file:
```
12
Properties=species:S:1:pos:R:3:mulliken_charge:R:1
H 1.02909 3.22298 -0.03856 0.210
C 0.35635 1.17704 -0.68066 -0.198
H -0.35700 -2.04867 -0.81420 0.186
H -1.27388 -1.23507 2.14401 0.210
C 0.98066 2.39633 -0.85192 -0.460
H 0.57174 0.61590 0.20388 0.062
H -1.61009 -2.85652 0.30940 0.252
H 1.25129 2.79060 -1.89451 0.204
H 0.43190 -1.02003 1.55953 0.366
H -0.06642 0.60085 -1.61667 0.163
C -0.83291 -2.13472 0.25681 -0.391
C -0.48074 -1.50869 1.42288 -0.604
```

The calculation puts the HOMO energy at -9.40 eV. The molar mass is 56.11 g/mol. The SMILES is C=C.C=C. As for the LUMO energy: 1.2 eV.

## c
Here is an isolated molecule of C4H8 from the Open Molecules 2025 dataset. Energies are from ωB97M-V with the def2-TZVPD basis set.

XYZ file:
```
12
Properties=species:S:1:pos:R:3:mulliken_charge:R:1
H -1.86801 -0.54356 -0.88567 0.344
H 1.81870 -0.66406 1.01501 0.243
C 1.35733 -0.59935 0.01187 -0.997
C -0.08528 1.43582 -0.03321 -0.997
H 0.77409 2.08557 0.14484 0.298
H -1.81846 -0.51400 0.94020 0.312
C -1.30259 -0.71008 0.01602 -1.238
H -1.07818 1.83799 -0.07128 0.305
C 0.01599 0.08619 0.02342 0.816
H -1.03005 -1.78233 -0.07556 0.331
H 2.03136 -0.02712 -0.73539 0.285
H 1.25790 -1.66795 -0.44073 0.298
```

The calculation puts the HOMO energy at -9.09 eV. The molar mass is 56.11 g/mol. The SMILES is C=C(C)C. As for the LUMO energy: 1.1 eV.

Quick one: most stable of them? a

## a
Here is an isolated molecule of C4H8 from the Open Molecules 2025 dataset. Energies are from ωB97M-V with the def2-TZVPD basis set.

XYZ file:
```
12
Properties=species:S:1:pos:R:3:mulliken_charge:R:1
H -1.49415 -0.54874 -0.97908 0.424
C -0.43818 1.37906 0.03452 -0.781
H 0.34736 2.21165 0.31421 0.209
C -1.20154 -0.87059 -0.04524 -1.183
C 0.04963 0.07345 -0.09445 0.568
H 1.36774 -1.51011 -0.34602 0.267
H 2.26766 0.34212 -0.66332 0.296
H -1.82956 -0.97051 0.90890 0.267
H -0.91853 -2.03891 0.29919 0.267
H 1.90170 -0.45168 1.19261 0.217
C 1.56871 -0.35444 -0.01496 -0.840
H -1.51397 1.60135 -0.00569 0.289
```

The calculation puts the HOMO energy at -8.79 eV. The molar mass is 56.11 g/mol. The SMILES is C=C(C)C. As for the LUMO energy: 1.0 eV.

## b
Here is a cluster of 2 separate species, C4H8 in total from the Open Molecules 2025 dataset. Energies are from ωB97M-V with the def2-TZVPD basis set.

XYZ file:
```
12
Properties=species:S:1:pos:R:3:mulliken_charge:R:1
H -1.67763 0.95661 -0.86021 0.203
H 1.24168 -0.36973 -0.56433 0.231
H 3.91528 0.24945 0.73067 0.283
C 2.09326 -0.55801 -0.02702 -0.409
C -2.95047 -0.48912 -0.00440 -0.497
H -3.72662 -0.88512 0.69864 0.240
C -2.29364 0.73388 0.03144 -0.467
H 2.14091 -1.59104 0.43159 0.208
H -2.82702 -0.97000 -0.86163 0.268
C 3.18391 0.31391 -0.01537 -0.532
H -2.19224 1.31315 0.95443 0.252
H 2.92726 1.29270 -0.43703 0.219
```

The calculation puts the HOMO energy at -9.90 eV. The molar mass is 56.11 g/mol. The SMILES is C=C.C=C. As for the LUMO energy: 1.2 eV.

Quick one: most stable of them? b

## a
Here is a structure of composition C2H5N3O2 from the Open Molecules 2025 dataset. Energies are from ωB97M-V with the def2-TZVPD basis set.

XYZ file:
```
12
Properties=species:S:1:pos:R:3:mulliken_charge:R:1
H -0.39330 -2.15550 0.31999 0.318
H -0.47963 2.51386 0.74999 0.383
H 1.95404 0.70416 -0.79249 0.213
N 0.50719 -1.76437 0.18879 -0.621
N -0.46182 0.43234 0.59171 0.095
C -1.66511 0.02194 -0.10121 0.000
O -1.99639 -1.06949 -0.22141 -0.412
H 2.68501 -0.61942 -0.30663 0.265
C 0.57570 -0.52182 0.06758 0.276
H -2.35848 0.77500 -0.22349 0.467
O -0.29521 1.67325 -0.14268 -0.514
N 1.92800 0.01005 -0.13016 -0.470
```

The calculation puts the HOMO energy at -9.43 eV. The molar mass is 103.08 g/mol. As for the LUMO energy: 0.0 eV.

## b
Here is a cluster of 2 separate species, C2H5N3O2 in total from the Open Molecules 2025 dataset. Energies are from ωB97M-V with the def2-TZVPD basis set.

XYZ file:
```
12
Properties=species:S:1:pos:R:3:mulliken_charge:R:1
N 0.21735 1.55872 0.05325 -0.227
O -1.15054 -1.10829 -0.31106 -0.410
H 2.43465 -0.76282 -1.05261 0.263
C -1.03302 1.56186 0.32012 -0.225
N 1.81552 -0.58191 -0.27498 -0.793
H 2.35568 -0.81912 0.50074 0.243
H 0.67851 2.40899 0.54813 0.279
O -3.20161 -1.24446 0.91075 -0.436
N -1.79793 0.27054 -0.37424 -0.131
C -2.32628 -0.75637 0.32918 0.718
H 0.95149 0.71129 -0.25390 0.431
H 1.05618 -1.23845 -0.39539 0.287
```

The calculation puts the HOMO energy at -8.79 eV. The molar mass is 103.08 g/mol. As for the LUMO energy: 0.4 eV.

## c
Here is an isolated molecule of C2H5N3O2 from the Open Molecules 2025 dataset. Energies are from ωB97M-V with the def2-TZVPD basis set.

XYZ file:
```
12
Properties=species:S:1:pos:R:3:mulliken_charge:R:1
C 0.63048 -0.53725 -0.06895 0.455
N 1.30593 2.53344 -1.40818 -0.553
H -1.02504 -2.30953 0.86314 0.300
O -0.36205 -0.36256 1.02616 -0.417
H -0.01462 1.02131 0.58721 0.479
N 1.25884 1.28900 -1.41195 -0.076
H 1.98312 2.80500 -2.12664 0.266
H -2.18040 -1.07977 0.30791 0.272
N 0.82644 0.79276 -0.23401 0.092
O 0.85818 -1.53651 -0.66079 -0.463
C -1.42861 -1.31678 1.06164 -0.587
H -1.85226 -1.29912 2.06447 0.233
```

The calculation puts the HOMO energy at -9.73 eV. The molar mass is 103.08 g/mol. The SMILES is [H]/N=N/NC(=O)OC. As for the LUMO energy: 0.5 eV.

## d
Here is a cluster of 3 separate species, C2H5N3O2 in total from the Open Molecules 2025 dataset. Energies are from ωB97M-V with the def2-TZVPD basis set.

XYZ file:
```
12
Properties=species:S:1:pos:R:3:mulliken_charge:R:1
O 0.31951 1.88788 -1.48933 -0.393
H 2.49278 0.36097 -0.53594 0.235
H 0.80333 -1.81471 1.83242 0.305
N -1.12456 -0.63057 0.84546 -0.372
H -1.82895 1.69816 -1.18642 0.285
H 1.17433 -0.82895 0.44470 0.413
C 0.65955 1.08450 -0.70046 0.682
C -1.31310 0.29612 0.00910 0.472
N -2.16286 1.05411 -0.47742 -0.597
N 1.53388 0.32253 -0.22574 -0.478
H -1.38104 -1.58076 0.61675 0.272
O 0.82714 -1.84927 0.86690 -0.825
```

The calculation puts the HOMO energy (spin up / spin down) at -9.13 / -9.13 eV. The molar mass is 103.08 g/mol. The SMILES is N=C=N.N=C=O.O. As for the LUMO energy (spin up / spin down): -1.8 / -1.8 eV.

Quick one: most stable of them? c

## a
Here is an isolated molecule of C7H4 from the Open Molecules 2025 dataset. Energies are from ωB97M-V with the def2-TZVPD basis set.

XYZ file:
```
11
Properties=species:S:1:pos:R:3:mulliken_charge:R:1
C 2.06595 -0.60743 0.15727 -0.503
C 0.75994 -0.82713 -0.11574 0.439
C -1.34871 0.01646 0.00804 -0.361
C 1.32108 0.58086 -0.05700 0.656
H -2.35178 -0.02916 0.09924 0.441
H -1.44418 2.04538 0.17799 0.486
C 0.55633 1.63662 -0.15481 -0.922
H 2.81105 -0.96582 0.72799 0.344
C -0.53848 -1.14529 -0.26936 -0.824
H -1.00759 -1.99385 -0.60819 0.417
C -0.82362 1.28936 0.03456 -0.174
```

The calculation puts the HOMO energy (spin up / spin down) at -7.45 / -7.45 eV. The molar mass is 88.11 g/mol. The SMILES is C1=CC=CC2=CC=12. As for the LUMO energy (spin up / spin down): -0.5 / -0.5 eV.

## b
Here is a structure of composition C7H4 from the Open Molecules 2025 dataset. Energies are from ωB97M-V with the def2-TZVPD basis set.

XYZ file:
```
11
Properties=species:S:1:pos:R:3:mulliken_charge:R:1
C -0.21099 0.18743 0.70971 0.278
C 1.37750 0.66845 -0.36536 0.129
H -2.32957 -0.52496 0.01049 0.395
C -1.29102 -0.70014 0.24586 -0.629
C 2.27822 -0.26291 -0.08688 -0.624
C 0.80665 -0.73845 0.29794 0.322
C 0.25750 1.46750 0.12178 -0.455
H 0.35231 2.25819 0.68352 0.375
H -0.43586 1.80557 -0.69135 0.241
C -0.40944 -1.62060 -0.22485 -0.497
H -0.39531 -2.54009 -0.70085 0.466
```

The calculation puts the HOMO energy at -8.19 eV. The molar mass is 88.11 g/mol. As for the LUMO energy: -0.7 eV.

Quick one: most stable of them? a

## a
Here is a cluster of 2 separate species, C3H8NO in total from the Open Molecules 2025 dataset. Energies are from ωB97M-V with the def2-TZVPD basis set.

XYZ file:
```
13
Properties=species:S:1:pos:R:3:mulliken_charge:R:1
H 0.70654 -0.24305 1.95205 0.243
H 1.11433 1.90498 -0.02555 0.243
C -0.63162 1.14733 -1.15948 0.060
C 0.50664 1.89955 -0.91997 -0.970
H -2.07066 -0.02637 -0.85248 0.105
H 0.72738 2.54104 -1.75963 0.219
H -1.08846 1.47075 -2.09777 0.219
N -1.19477 0.19906 -0.38226 -0.764
C 1.07643 -1.13897 1.44681 -0.551
H 1.48154 -1.81237 2.21854 0.218
H 1.86040 -1.01199 0.69086 0.213
O 0.04164 -1.82886 0.77923 -0.638
H -0.45648 -1.18040 0.15535 0.402
```

The calculation puts the HOMO energy at -2.07 eV. The molar mass is 74.10 g/mol. As for the net charge: -1. As for the LUMO energy: 4.5 eV.

## b
Here is a cluster of 2 separate species, C3H8NO in total from the Open Molecules 2025 dataset. Energies are from ωB97M-V with the def2-TZVPD basis set.

XYZ file:
```
13
Properties=species:S:1:pos:R:3:mulliken_charge:R:1
H 1.95701 -0.84471 1.25367 0.218
H 0.46011 1.22400 -1.48115 0.057
N 0.58576 0.48745 -0.80619 -0.685
C 2.52483 -0.24733 0.54096 -0.819
C -2.50154 -0.32069 0.53203 -0.563
H -2.54648 -1.41490 0.66407 0.185
H -1.05482 -0.02800 -0.75163 0.521
H 3.49325 0.10872 0.87186 0.188
C 1.88042 0.28973 -0.53810 -0.192
H -3.50633 0.06814 0.62318 0.185
H -1.75513 0.04849 1.23062 0.292
O -2.05975 -0.06404 -0.79420 -0.599
H 2.52269 0.69313 -1.34512 0.212
```

The calculation puts the HOMO energy at -1.99 eV. The molar mass is 74.10 g/mol. As for the net charge: -1. As for the LUMO energy: 4.3 eV.

Quick one: most stable of them? a

## a
Here is a cluster of 2 separate species, C3H2N2O in total from the Open Molecules 2025 dataset. Energies are from ωB97M-V with the def2-TZVPD basis set.

XYZ file:
```
8
Properties=species:S:1:pos:R:3:mulliken_charge:R:1
O -1.11596 2.57441 -0.03912 -0.432
H 0.34879 -0.13934 -1.43251 0.320
N -0.48852 0.32164 0.57116 -0.196
H -0.47936 -0.21122 1.41966 0.299
C -0.57787 1.52752 -0.04367 0.556
C 0.28779 0.51581 -0.58649 -0.163
C 2.51530 0.69928 -0.15195 -0.071
N 3.61011 0.85254 0.12521 -0.313
```

The calculation puts the HOMO energy (spin up / spin down) at -11.11 / -11.11 eV. The molar mass is 82.06 g/mol. As for the LUMO energy (spin up / spin down): -1.3 / -1.3 eV.

## b
Here is an isolated molecule of C3H2N2O from the Open Molecules 2025 dataset. Energies are from ωB97M-V with the def2-TZVPD basis set.

XYZ file:
```
8
Properties=species:S:1:pos:R:3:mulliken_charge:R:1
N -0.79627 1.25543 -0.29911 -0.234
H -0.99616 1.14109 1.59892 0.388
C -0.46986 0.69625 0.70922 -0.316
C 0.28477 -0.56775 -0.91811 -0.185
H 0.93127 -1.30380 -1.50317 0.324
O 0.85862 -1.30853 1.27149 -0.494
N -0.13369 0.58592 -1.38173 -0.279
C 0.32132 -0.49861 0.52248 0.795
```

The calculation puts the HOMO energy at -10.61 eV. The molar mass is 82.06 g/mol. The SMILES is O=C1C=NN=C1. As for the LUMO energy: -2.0 eV.

Quick one: most stable of them? b